Entry 1:
ORCA calculation (ωB97M-V/def2-TZVPD) on a molecular structure, C31H25AsClIMnN3O3S in a non-equilibrium geometry.

Structure (XYZ):
```
67
Properties=species:S:1:pos:R:3:forces:R:3
Mn 0.713 -1.209 0.052 0.502 0.504 0.756
Cl 5.227 -0.560 5.243 -0.004 -0.005 0.009
C 3.803 -0.660 4.255 -0.038 0.008 -0.076
C 2.590 -0.304 4.772 0.040 -0.033 -0.130
C 1.416 -0.373 3.989 0.160 -0.005 0.100
I -0.419 0.164 4.792 -0.047 -0.019 0.032
C 1.466 -0.805 2.685 0.006 -0.048 -0.040
O 0.415 -0.921 1.906 -0.243 0.005 -0.055
C 2.741 -1.159 2.148 0.016 -0.013 0.019
N 2.731 -1.564 0.849 -0.179 -0.078 -0.011
C 3.852 -1.949 0.289 0.034 0.006 0.018
C 5.079 -1.939 0.976 -0.124 0.000 -0.008
C 5.112 -1.514 2.276 -0.060 0.036 0.016
C 3.917 -1.107 2.909 0.096 0.003 0.162
H 2.526 0.034 5.795 0.006 0.018 0.052
H 3.793 -2.282 -0.739 -0.013 0.012 -0.038
H 5.976 -2.267 0.471 0.004 0.001 -0.005
H 6.040 -1.489 2.828 0.029 0.000 0.027
C 2.740 1.169 -3.239 0.185 0.086 0.026
C 2.181 0.252 -2.211 -0.190 0.242 0.440
N 1.835 0.613 -1.025 0.343 0.133 -0.032
O 2.065 1.965 -0.748 0.011 -0.469 -0.305
C 1.899 -1.174 -2.534 -0.195 -0.044 0.055
C 2.302 -1.856 -3.796 0.025 0.065 0.064
N 1.201 -1.744 -1.624 0.360 -0.124 -0.471
O 0.818 -2.944 -1.363 0.030 -0.136 -0.202
H 3.413 1.895 -2.789 0.016 -0.018 0.015
H 1.912 1.713 -3.698 0.023 0.024 0.006
H 3.259 0.616 -4.018 0.010 0.003 -0.014
H 1.433 2.192 -0.047 -0.014 -0.196 -0.065
H 1.743 -1.428 -4.631 -0.023 0.031 0.019
H 2.071 -2.916 -3.727 -0.004 -0.035 0.018
H 3.367 -1.725 -3.997 -0.002 -0.023 0.020
S -0.440 0.810 -3.213 -0.464 -0.045 -0.243
C -2.053 0.176 -3.153 -0.078 -0.062 -0.059
C -2.872 0.017 -4.283 0.116 0.058 -0.041
C -4.144 -0.504 -4.180 -0.095 -0.049 0.081
C -4.669 -0.891 -2.947 0.053 0.011 -0.025
C -3.893 -0.739 -1.812 -0.038 0.038 -0.027
C -2.611 -0.206 -1.923 0.004 0.073 0.073
As -1.456 -0.008 -0.409 -0.198 -0.066 -0.004
C -2.611 -0.495 1.087 -0.028 0.063 -0.120
C -2.609 -1.798 1.566 0.102 -0.164 -0.054
C -3.449 -2.165 2.607 -0.005 0.005 0.021
C -4.295 -1.225 3.178 0.004 -0.016 -0.005
C -4.303 0.078 2.703 0.003 0.015 -0.006
C -3.465 0.443 1.659 -0.002 0.060 -0.009
C -1.195 1.861 0.009 -0.042 0.039 -0.020
C -1.551 2.871 -0.874 0.017 0.024 0.028
C -1.332 4.195 -0.519 -0.013 -0.064 -0.064
C -0.751 4.510 0.701 0.019 0.003 0.030
C -0.407 3.500 1.589 0.008 -0.009 -0.013
C -0.636 2.172 1.247 0.008 -0.013 0.039
H -2.476 0.310 -5.246 0.003 0.010 -0.031
H -4.744 -0.614 -5.073 -0.044 -0.016 -0.061
H -5.665 -1.303 -2.875 -0.033 -0.006 -0.002
H -4.287 -1.030 -0.847 0.025 0.005 0.033
H -1.945 -2.545 1.134 -0.074 0.115 0.029
H -3.438 -3.181 2.975 0.001 -0.028 0.010
H -4.950 -1.509 3.991 -0.011 -0.010 0.025
H -4.963 0.813 3.144 -0.013 0.017 0.006
H -3.476 1.464 1.293 -0.010 -0.072 0.025
H -1.966 2.620 -1.841 -0.014 0.028 0.038
H -1.604 4.983 -1.207 -0.015 0.038 -0.032
H -0.572 5.543 0.961 0.007 0.054 0.025
H 0.023 3.740 2.551 0.021 0.003 0.035
H -0.413 1.384 1.960 0.025 0.030 -0.078
```
Positions in Å, forces in eV/Å.

As for the energy relative to the best compared isomer or geometry (same formula, charge and spin): 1.205 eV. The lowest unoccupied orbital energy (spin up / spin down) is -1.073 / -1.013 eV. Its multiplicity is 5. The HOMO-LUMO gap (spin up / spin down) comes out at 5.53 / 5.60 eV.

Entry 2:
ORCA calculation (ωB97M-V/def2-TZVPD) on C4H8N2O in the gas phase in a non-equilibrium geometry.

Structure (XYZ):
```
15
Properties=species:S:1:pos:R:3:forces:R:3
N -0.188 1.009 -1.349 0.336 0.228 0.228
C -1.053 0.657 -0.315 0.393 -0.288 0.455
N -1.523 1.667 0.431 -0.098 -0.002 -0.210
C 1.018 -0.377 0.401 -0.548 1.046 -0.684
C -0.806 -0.660 0.200 0.383 0.697 -0.250
C 1.759 -1.471 0.064 -0.065 -0.294 -0.109
O 1.099 0.922 -0.637 -0.915 -1.274 0.157
H -0.147 0.271 -2.051 0.018 -0.014 0.153
H -1.229 2.603 0.193 -0.184 -0.096 0.144
H -2.065 1.474 1.257 0.162 0.213 -0.084
H 1.296 0.136 1.315 -0.305 -0.060 0.093
H -1.291 -0.929 1.131 0.168 0.039 0.163
H -0.929 -1.436 -0.548 0.434 -0.074 0.020
H 2.617 -1.750 0.655 -0.089 -0.189 0.141
H 1.444 -2.115 -0.747 0.313 0.067 -0.217
```
Positions in Å, forces in eV/Å.

As for the energy relative to the best compared isomer or geometry (same formula, charge and spin): 6.757 eV. The lowest unoccupied orbital energy (spin up / spin down) is -0.152 / 0.316 eV. Its multiplicity is 1. The HOMO-LUMO gap (spin up / spin down) comes out at 6.42 / 7.55 eV.

Entry 3:
ORCA calculation (ωB97M-V/def2-TZVPD) on C5H6O in the gas phase in a non-equilibrium geometry.

Structure (XYZ):
```
12
Properties=species:S:1:pos:R:3:forces:R:3
C 2.689 0.329 0.307 -0.252 -0.120 -0.408
C 1.729 -0.323 -0.023 0.325 0.523 -0.372
C 0.540 -1.137 -0.014 -0.219 0.611 0.225
O -0.541 -1.200 -0.905 -0.214 -0.297 -0.682
C -0.823 -0.382 0.199 0.160 -0.263 0.198
C -1.496 0.940 -0.268 0.414 -0.067 0.156
H 3.534 0.937 0.535 -0.068 -0.128 -0.021
H 0.779 -2.182 0.279 -0.457 0.883 0.851
H -1.262 -0.762 1.117 -0.725 -0.685 -0.444
H -1.491 0.984 -1.364 0.284 -0.065 0.315
H -1.095 1.879 0.116 0.217 -0.191 0.098
H -2.564 0.916 0.021 0.535 -0.200 0.085
```
Positions in Å, forces in eV/Å.

As for the energy relative to the best compared isomer or geometry (same formula, charge and spin): 3.956 eV. The lowest unoccupied orbital energy is 0.996 eV. Its multiplicity is 1. The HOMO-LUMO gap comes out at 10.26 eV. As for the SMILES: C#C[C@@H]1O[C@@H]1C.

Entry 4:
ORCA calculation (ωB97M-V/def2-TZVPD) on 2 unconnected molecules or ions with the total composition C4H7N2O in a non-equilibrium geometry.

Structure (XYZ):
```
14
Properties=species:S:1:pos:R:3:forces:R:3
C 0.526 1.095 0.187 1.726 0.348 0.180
C -1.785 0.339 -0.831 0.024 0.270 -0.396
C -1.646 -0.336 0.508 0.056 -0.123 0.451
C -0.473 0.286 -0.149 -1.547 -1.048 -0.407
N 1.570 1.606 0.410 -0.828 0.730 0.295
N 3.073 -1.104 0.011 -0.138 0.128 0.159
O 3.602 0.176 -0.326 -0.322 0.678 0.061
H 2.102 -1.104 -0.312 0.128 0.035 0.143
H -1.937 -0.282 -1.717 0.008 0.019 0.089
H -2.377 1.258 -0.873 0.086 -0.044 0.132
H -2.143 0.133 1.363 0.072 0.073 -0.146
H -1.703 -1.425 0.553 -0.007 0.046 -0.045
H 2.875 0.880 -0.058 0.870 -1.137 -0.240
H 3.025 -1.124 1.035 -0.129 0.026 -0.275
```
Positions in Å, forces in eV/Å.

As for the energy relative to the best compared isomer or geometry (same formula, charge and spin): 1.093 eV. The lowest unoccupied orbital energy is 4.181 eV. Its multiplicity is 1. The net charge is -1. The HOMO-LUMO gap comes out at 6.83 eV.

Entry 5:
ORCA calculation (ωB97M-V/def2-TZVPD) on a molecular structure, C11H7F5N9O2Ru in a non-equilibrium geometry.

Structure (XYZ):
```
35
Properties=species:S:1:pos:R:3:forces:R:3
Ru 0.135 0.190 -0.246 -0.125 0.057 -0.896
N 2.842 0.355 1.732 0.359 0.043 0.324
C 3.124 0.402 0.396 0.493 -0.041 -1.096
N 4.348 0.693 -0.039 -0.299 -0.040 0.947
N 4.271 0.579 -1.363 0.176 -0.074 -0.614
N 3.084 0.241 -1.721 0.202 0.091 -1.272
N 2.320 0.111 -0.651 -0.254 0.334 1.868
C 1.647 0.321 2.383 -0.827 -0.202 0.681
N 1.564 0.541 3.694 0.861 0.061 -0.659
N 0.276 0.391 3.981 -0.698 -0.191 0.159
N -0.392 0.083 2.925 -1.277 -0.010 0.730
N 0.427 0.011 1.888 1.699 0.160 -0.683
H 3.608 0.640 2.324 -0.083 -0.002 -0.143
C -4.704 0.364 -0.678 -0.128 0.014 0.057
C -3.944 1.483 -0.383 -0.187 0.158 -0.068
C -2.568 1.458 -0.559 0.066 0.133 -0.161
C -1.910 0.315 -1.027 0.347 -0.104 0.498
C -2.703 -0.793 -1.343 0.084 0.031 -0.160
C -4.077 -0.773 -1.156 -0.106 -0.087 -0.212
H -5.782 0.379 -0.553 0.002 0.011 0.071
H -4.436 2.381 -0.024 0.050 0.048 0.027
H -2.001 2.363 -0.360 0.062 -0.071 0.125
H -2.251 -1.680 -1.767 0.095 -0.092 0.181
H -4.671 -1.650 -1.391 0.017 -0.052 -0.049
O 0.989 2.513 0.657 -0.157 -0.565 0.598
C 1.047 2.920 -0.509 0.660 1.512 -0.125
O 0.558 2.386 -1.514 -0.502 -0.842 -0.529
H 1.603 3.894 -0.670 -0.253 -0.387 -0.013
F -0.580 -2.582 0.116 0.142 -0.156 0.044
C 0.356 -2.209 -0.866 -0.564 -0.060 0.387
F -0.074 -2.921 -1.990 0.231 0.439 0.035
C 1.639 -2.910 -0.438 0.815 -0.608 0.240
F 2.109 -2.445 0.730 -0.275 0.179 0.051
F 1.519 -4.263 -0.247 -0.412 0.071 -0.083
F 2.628 -2.790 -1.333 -0.213 0.241 -0.263
```
Positions in Å, forces in eV/Å.

As for the energy relative to the best compared isomer or geometry (same formula, charge and spin): 0.887 eV. The lowest unoccupied orbital energy (spin up / spin down) is 5.163 / 4.671 eV. Its multiplicity is 6. The net charge is -2. The HOMO-LUMO gap (spin up / spin down) comes out at 6.84 / 6.80 eV.

Entry 6:
ORCA calculation (ωB97M-V/def2-TZVPD) on 6 unconnected molecules or ions with the total composition C20H55ClN5O9 in a non-equilibrium geometry.

Structure (XYZ):
```
90
Properties=species:S:1:pos:R:3:forces:R:3
Cl 0.090 0.080 0.111 1.200 0.026 -0.094
O -0.847 0.312 1.193 0.097 -0.349 -0.377
O -0.149 0.993 -0.983 -0.177 0.204 0.382
O 1.440 0.254 0.620 -0.458 0.291 -0.226
O -0.017 -1.268 -0.403 -0.348 -0.232 0.166
C -4.271 -4.193 -0.931 0.124 -0.311 1.325
C -3.235 -3.035 -0.950 -1.120 -1.191 -0.967
C -3.136 -2.373 0.419 0.251 1.805 -1.156
O -4.437 -1.971 0.860 0.996 -1.050 -0.576
C -4.389 -1.047 1.902 -0.196 -0.324 -0.211
N -1.963 -3.546 -1.460 0.484 -0.932 1.833
H -3.964 -4.863 -0.061 -0.571 0.556 -1.031
H -4.332 -4.809 -1.837 0.489 0.345 0.075
H -5.294 -3.826 -0.745 0.433 -0.043 0.199
H -3.532 -2.330 -1.742 -0.303 0.189 0.605
H -2.459 -1.478 0.270 -0.727 -0.683 0.422
H -2.635 -3.007 1.146 -0.082 -0.429 0.250
H -5.389 -0.993 2.232 -1.235 -0.006 0.928
H -4.195 -0.080 1.517 0.839 1.167 -0.269
H -3.724 -1.314 2.719 0.233 -0.086 0.075
H -1.391 -3.864 -0.634 -0.576 0.306 -1.198
H -1.488 -2.746 -1.805 0.908 0.659 -0.286
C 1.558 4.643 -2.263 0.714 -0.234 0.637
C 0.709 4.455 -3.517 0.429 1.190 -0.695
C 0.303 3.000 -3.744 1.217 1.389 -0.846
O -0.708 2.950 -4.712 -0.931 -0.014 0.133
C -1.233 1.642 -4.743 -0.245 0.327 -0.933
N -0.410 5.391 -3.481 -0.578 0.334 0.565
H 2.458 5.204 -2.469 0.416 0.016 -0.325
H 1.878 3.766 -1.673 -0.343 -0.121 -0.696
H 1.081 5.270 -1.539 -0.802 0.348 0.427
H 1.318 4.912 -4.339 -0.278 -1.204 0.133
H -0.007 2.614 -2.792 -0.190 -0.692 0.461
H 1.179 2.496 -4.189 -0.057 -0.350 0.705
H -0.394 0.995 -4.886 0.468 -1.027 0.099
H -1.867 1.538 -5.625 -0.093 0.178 0.018
H -1.808 1.355 -3.867 0.077 0.125 0.365
H -0.855 5.392 -2.564 -0.092 -0.152 -0.301
H -1.108 5.201 -4.200 0.304 -0.176 0.330
C 1.716 -2.762 -3.627 -0.853 0.331 -0.516
C 2.985 -2.187 -2.988 2.173 -0.209 -0.252
C 3.067 -0.639 -2.894 -1.133 -0.857 -1.705
O 4.283 -0.025 -2.705 1.213 -0.554 -0.699
C 4.561 0.527 -1.465 -1.358 -0.272 1.326
N 3.136 -2.650 -1.601 1.209 -0.158 -1.252
H 1.669 -2.467 -4.670 0.092 -0.039 -0.413
H 0.771 -2.359 -3.215 0.543 0.010 0.306
H 1.580 -3.873 -3.608 0.647 0.830 0.247
H 3.921 -2.564 -3.602 -1.676 0.678 1.124
H 2.393 -0.385 -2.117 -0.944 0.558 0.887
H 2.712 -0.207 -3.824 -0.528 -0.056 -0.321
H 5.062 -0.184 -0.800 0.194 0.082 -0.049
H 3.616 0.828 -0.937 0.669 -0.111 -0.382
H 5.145 1.399 -1.656 0.632 0.616 0.157
H 3.103 -3.643 -1.733 -0.237 -0.674 0.963
H 2.339 -2.309 -1.108 -0.800 -0.098 0.714
C 0.217 -3.677 2.016 -0.651 0.069 2.682
C 1.159 -3.043 3.064 -0.255 1.995 -0.948
C 2.381 -2.340 2.434 0.091 0.310 -0.373
O 3.133 -1.792 3.523 -1.692 -0.512 0.947
C 4.419 -1.504 3.213 1.459 -0.280 -1.009
N 0.524 -2.165 4.012 -0.190 -0.395 1.604
H -0.554 -4.339 2.504 0.725 0.739 -0.227
H 0.892 -4.315 1.544 0.725 -1.155 -1.745
H -0.290 -2.979 1.389 -0.005 0.540 -0.640
H 1.633 -3.844 3.548 0.324 -1.330 1.314
H 2.117 -1.461 1.776 0.265 -1.329 0.158
H 3.015 -3.156 1.981 -0.444 0.961 -0.255
H 4.871 -2.388 2.723 0.425 0.253 0.335
H 4.986 -1.155 4.065 0.000 -0.426 0.595
H 4.525 -0.691 2.517 -0.203 0.590 -0.828
H -0.182 -1.542 3.655 0.319 0.208 -0.118
H 1.137 -1.779 4.762 -0.833 -0.327 -1.475
C -2.862 2.694 1.535 0.742 1.143 1.177
C -1.724 3.576 2.206 -1.526 -0.640 -0.978
C -1.246 2.909 3.475 0.384 0.505 0.926
O -2.119 3.270 4.627 1.158 0.192 -1.241
C -1.730 2.469 5.721 -1.777 0.718 1.192
N -0.744 3.792 1.150 -0.590 0.524 0.615
H -3.645 2.620 2.284 -0.465 0.030 -0.079
H -2.425 1.685 1.468 -0.393 0.521 -0.807
H -3.238 3.189 0.605 0.433 -0.815 0.712
H -2.119 4.511 2.599 -0.187 0.497 -0.593
H -0.196 3.322 3.689 -1.199 -1.065 -0.062
H -1.329 1.823 3.309 0.731 0.137 0.459
H -2.071 2.880 6.733 0.044 -0.099 -1.517
H -0.671 2.427 5.811 1.031 -0.553 -0.125
H -2.250 1.525 5.580 0.549 -0.642 0.323
H 0.032 4.338 1.478 0.527 -0.133 -0.069
H -0.477 2.923 0.717 0.360 -0.160 -0.032
```
Positions in Å, forces in eV/Å.

As for the energy relative to the best compared isomer or geometry (same formula, charge and spin): 1.572 eV. The lowest unoccupied orbital energy is 2.791 eV. Its multiplicity is 1. The net charge is -1. The HOMO-LUMO gap comes out at 8.95 eV.

> Which formula does entry 4 have?

C4H7N2O

> Which of these has the lowest energy relative to the best compared isomer or geometry (same formula, charge and spin)?

C11H7F5N9O2Ru